No. 1
Density functional theory data (ωB97M-V with the def2-TZVPD basis set) for a molecular structure, C34H31F9IN5O5W.

Computed properties:
gap between HOMO and LUMO (spin up / spin down)	5.90 / 7.60	eV
HOMO level (spin up / spin down)	-6.63 / -8.66	eV
energy above the lowest of the compared OMol25 structures with the same formula, charge and spin	26.2	kcal per mole
E_LUMO (spin up / spin down)	-0.733 / -1.056	eV
electronic energy	-87836.9899	eV
spin multiplicity	3

XYZ file:
```
86
Properties=species:S:1:pos:R:3:mulliken_charge:R:1
W 0.460 1.033 -0.918 1.492
C 1.392 1.121 -3.406 0.348
C 1.662 -0.167 -2.957 0.696
C 0.446 -0.744 -2.442 0.796
C -0.619 0.170 -2.706 1.057
C -0.004 1.381 -3.181 1.046
C -0.788 2.467 -3.853 -1.556
C -2.047 -0.182 -3.002 -1.582
C 0.291 -2.193 -2.069 -2.131
C 2.957 -0.890 -3.122 -1.790
C 2.367 1.987 -4.142 -1.912
H -0.228 3.400 -3.917 0.401
H -1.712 2.655 -3.314 0.138
H -1.039 2.161 -4.871 0.314
H -2.365 -1.082 -2.477 0.561
H -2.144 -0.372 -4.074 0.340
H -2.720 0.633 -2.742 0.074
H -0.658 -2.581 -2.440 0.360
H 0.321 -2.337 -0.987 0.211
H 1.093 -2.785 -2.508 0.485
H 3.117 -1.603 -2.315 0.468
H 3.797 -0.198 -3.151 0.416
H 2.933 -1.442 -4.066 0.370
H 1.968 2.984 -4.323 0.433
H 2.578 1.537 -5.115 0.395
H 3.308 2.071 -3.595 0.387
N 1.201 3.426 -1.400 -0.558
N 1.658 3.927 -0.175 -0.221
C 1.768 3.051 0.898 0.254
O 2.397 3.357 1.885 -0.739
O 1.085 1.953 0.717 -0.589
H 1.981 3.367 -2.045 0.391
H 0.487 4.044 -1.767 0.436
H 2.234 4.751 -0.168 0.263
I 8.694 -2.122 1.366 0.073
C 6.877 -1.252 0.766 -0.074
C 6.841 0.091 0.424 -0.680
C 5.639 0.652 0.026 -0.332
C 4.485 -0.119 -0.022 0.420
C 4.536 -1.464 0.332 -0.147
C 5.735 -2.038 0.720 -0.778
C 3.205 0.496 -0.475 -0.020
O 3.184 1.583 -1.063 -0.521
O 2.125 -0.182 -0.291 -0.620
H 7.740 0.691 0.464 0.393
H 5.580 1.699 -0.240 0.488
H 3.629 -2.052 0.301 0.464
H 5.779 -3.085 0.986 0.389
F -3.145 3.964 1.784 -0.283
C -2.065 3.469 1.156 0.226
F -1.130 4.425 1.169 -0.274
F -1.635 2.439 1.880 -0.200
C -2.375 3.011 -0.308 0.317
O -1.431 2.252 -0.907 -0.090
C -3.758 2.267 -0.237 0.076
F -3.826 1.441 0.820 -0.242
F -4.797 3.114 -0.150 -0.276
F -3.945 1.516 -1.337 -0.241
C -2.594 4.295 -1.180 0.137
F -3.295 4.003 -2.292 -0.273
F -1.407 4.787 -1.592 -0.283
F -3.228 5.283 -0.539 -0.259
N -1.928 -3.332 4.305 0.044
C -2.872 -4.163 4.854 0.706
C -2.919 -4.900 6.030 -0.997
C -4.070 -5.626 6.266 -0.407
C -5.137 -5.628 5.355 -0.453
C -5.087 -4.904 4.183 -0.792
C -3.939 -4.153 3.932 0.465
N -3.636 -3.335 2.873 -0.570
C -2.442 -2.857 3.120 -0.108
C -1.758 -1.922 2.252 1.270
C -0.478 -1.414 2.485 -1.201
C 0.102 -0.556 1.586 -0.733
N -0.498 -0.155 0.439 1.942
C -1.771 -0.585 0.262 -0.126
C -2.408 -1.449 1.106 -0.734
H -1.040 -3.092 4.707 0.153
H -2.090 -4.913 6.726 0.376
H -4.157 -6.201 7.178 0.384
H -6.017 -6.216 5.580 0.381
H -5.900 -4.905 3.469 0.439
H 0.067 -1.664 3.386 0.344
H 1.086 -0.158 1.769 0.607
H -2.278 -0.182 -0.598 -0.063
H -3.428 -1.757 0.924 0.630
```

No. 2
Density functional theory data (ωB97M-V with the def2-TZVPD basis set) for a molecular structure, C18H41N2P3RuS2.

Computed properties:
gap between HOMO and LUMO (spin up / spin down)	7.11 / 5.72	eV
HOMO level (spin up / spin down)	-20.37 / -20.65	eV
energy above the lowest of the compared OMol25 structures with the same formula, charge and spin	0.8	kcal per mole
E_LUMO (spin up / spin down)	-13.258 / -14.931	eV
electronic energy	-74386.0547	eV
total charge	+4
spin multiplicity	5

XYZ file:
```
67
Properties=species:S:1:pos:R:3:mulliken_charge:R:1
Ru 0.355 -0.087 0.307 0.069
P -0.528 1.758 1.485 0.830
P -1.830 -0.759 0.283 0.858
P 2.347 0.861 0.884 0.610
H 1.764 -1.055 -3.693 0.614
C 2.194 -0.970 -2.676 -0.662
C 2.564 -2.098 -2.046 -0.749
H 2.847 -2.976 -2.650 0.578
C -0.735 3.115 0.250 -1.185
C -2.174 2.058 2.343 -1.421
C 0.434 2.628 2.812 -1.200
C -2.128 -2.431 -0.423 -0.810
C -2.909 -0.941 1.797 -1.154
C -2.807 0.358 -0.823 -1.110
C 3.636 -0.218 0.213 -1.271
C 3.242 1.137 2.494 -1.297
C 2.606 2.425 -0.036 -1.335
H 2.339 0.066 -2.353 0.503
H 2.730 -2.293 -0.966 -0.113
H -0.947 4.067 0.764 0.430
H -1.572 2.860 -0.413 0.356
H 0.171 3.213 -0.354 0.309
H -2.188 3.041 2.840 0.561
H -2.353 1.312 3.124 0.435
H -3.010 2.026 1.636 0.346
H -0.141 3.453 3.254 0.628
H 1.371 3.029 2.419 0.379
H 0.639 1.908 3.610 0.351
H -3.124 -2.786 -0.127 0.535
H -1.374 -3.125 -0.035 0.430
H -2.083 -2.417 -1.520 -0.045
H -3.526 -0.050 1.978 0.431
H -2.277 -1.132 2.677 0.269
H -3.580 -1.806 1.682 0.489
H -3.612 -0.218 -1.308 0.454
H -2.128 0.742 -1.601 0.093
H -3.261 1.195 -0.272 0.444
H 4.645 0.173 0.374 0.550
H 3.472 -0.301 -0.858 0.265
H 3.542 -1.212 0.659 0.383
H 4.301 1.358 2.286 0.525
H 3.201 0.225 3.103 0.387
H 2.833 1.951 3.092 0.407
H 3.650 2.513 -0.357 0.511
H 2.361 3.309 0.561 0.358
H 1.979 2.425 -0.932 0.413
C -1.069 -2.343 -3.775 -0.154
C -0.767 -1.052 -3.309 0.145
C -1.208 0.073 -3.992 -0.742
C -2.131 -0.108 -5.037 -0.540
C -2.674 -1.380 -5.270 -0.714
C -2.181 -2.504 -4.619 -0.303
S -0.141 -3.668 -3.150 0.141
H 0.999 -3.245 -3.705 0.248
H -0.132 -0.975 -2.424 0.840
H -0.847 1.068 -3.717 0.541
H -2.487 0.763 -5.593 0.469
H -3.500 -1.482 -5.969 0.492
H -2.587 -3.503 -4.743 0.538
N 2.049 -1.417 4.141 -0.447
C 0.904 -1.043 3.548 0.845
N 0.045 -0.280 4.244 -0.356
S 0.588 -1.663 1.965 -0.304
H 2.258 -1.194 5.111 0.232
H 2.666 -2.059 3.646 0.264
H -0.911 -0.198 3.929 0.079
H 0.191 -0.119 5.236 0.277
```

No. 3
Density functional theory data (ωB97M-V with the def2-TZVPD basis set) for 2 unconnected molecules or ions with the total composition C11H23Br2O6P.

Computed properties:
gap between HOMO and LUMO	10.27	eV
HOMO level	-9.96	eV
energy above the lowest of the compared OMol25 structures with the same formula, charge and spin	11.2	kcal per mole
E_LUMO	0.313	eV
electronic energy	-173439.7586	eV
SMILES string	CCCO[P@](=O)(OCC=O)OCCOCC.BrCCBr

XYZ file:
```
43
Properties=species:S:1:pos:R:3:mulliken_charge:R:1
C -3.135 2.843 0.526 -1.291
C -1.863 2.274 -0.127 -0.081
C -0.777 2.042 0.957 -0.115
O 0.378 2.900 0.783 -0.373
P 1.636 2.147 0.179 0.620
O 2.808 3.003 0.256 -0.798
O 1.326 1.790 -1.372 0.016
C 2.308 2.294 -2.287 -0.344
C 1.842 1.830 -3.687 -0.160
O 1.858 0.677 -3.908 -0.400
O 1.878 0.782 1.016 -0.232
C 2.505 -0.194 0.155 -0.002
C 3.143 -1.331 0.958 -0.804
O 2.294 -1.916 1.916 -0.396
C 1.216 -2.631 1.346 0.334
C 1.587 -4.032 0.819 -1.348
H -3.934 3.030 -0.202 0.370
H -2.906 3.810 0.990 0.365
H -3.521 2.121 1.257 0.110
H -1.514 3.001 -0.868 0.281
H -2.099 1.321 -0.607 0.113
H -1.228 2.307 1.919 0.400
H -0.538 0.973 0.978 0.131
H 2.375 3.386 -2.244 0.336
H 3.303 1.885 -2.094 0.330
H 1.468 2.552 -4.441 0.357
H 3.299 0.280 -0.438 0.244
H 1.799 -0.614 -0.572 0.316
H 3.578 -2.041 0.238 0.320
H 3.968 -0.881 1.524 0.372
H 0.679 -2.092 0.553 -0.109
H 0.494 -2.780 2.157 0.329
H 2.347 -4.537 1.422 0.309
H 0.681 -4.649 0.909 0.410
H 1.827 -4.049 -0.249 0.332
Br -4.051 -0.161 1.577 -0.093
C -4.349 -1.659 0.367 -0.598
C -3.097 -2.480 0.187 -0.606
Br -1.821 -1.602 -0.994 -0.150
H -4.727 -1.244 -0.562 0.393
H -5.127 -2.256 0.839 0.373
H -3.330 -3.426 -0.298 0.384
H -2.579 -2.671 1.122 0.354
```

No. 4
Density functional theory data (ωB97M-V with the def2-TZVPD basis set) for 7 unconnected molecules or ions with the total composition C19H23Cl8N3.

Computed properties:
gap between HOMO and LUMO	9.87	eV
HOMO level	-9.45	eV
energy above the lowest of the compared OMol25 structures with the same formula, charge and spin	36.0	kcal per mole
E_LUMO	0.422	eV
electronic energy	-124723.9810	eV
SMILES string	c1ccncc1.c1ccncc1.c1ccncc1.ClCCl.ClCCl.ClCCl.ClCCl

XYZ file:
```
53
Properties=species:S:1:pos:R:3:mulliken_charge:R:1
C 2.194 2.894 1.177 -0.450
C 3.226 2.285 1.875 -0.421
C 2.980 1.766 3.151 -0.277
N 1.811 1.990 3.753 -0.573
C 0.852 2.617 3.067 -0.473
C 0.971 3.132 1.785 -0.102
H 2.351 3.406 0.244 0.619
H 4.209 2.161 1.518 0.420
H 3.663 1.238 3.788 0.447
H 0.011 2.734 3.692 0.519
H 0.143 3.727 1.273 0.272
C -4.233 0.830 -3.981 -0.179
C -4.006 -0.287 -3.227 -0.536
C -2.765 -0.530 -2.678 -0.043
N -1.772 0.254 -2.847 -0.073
C -2.006 1.413 -3.474 -0.379
C -3.133 1.770 -4.113 -0.611
H -5.244 0.900 -4.385 0.368
H -4.803 -1.073 -3.145 0.314
H -2.659 -1.466 -2.170 0.345
H -1.090 1.986 -3.545 0.430
H -3.211 2.745 -4.588 0.402
C 4.419 -2.334 0.718 -0.282
C 5.274 -3.087 1.423 -0.348
C 4.910 -3.559 2.630 -0.171
N 3.732 -3.323 3.147 -0.566
C 2.801 -2.626 2.400 -0.313
C 3.108 -2.092 1.180 0.253
H 4.782 -1.883 -0.135 0.541
H 6.314 -3.357 1.083 0.293
H 5.567 -4.225 3.243 0.308
H 1.791 -2.463 2.819 0.334
H 2.305 -1.514 0.691 -0.065
Cl -3.383 -4.320 -1.314 -0.184
C -3.321 -4.444 0.496 0.434
Cl -4.802 -4.087 1.348 -0.137
H -3.049 -5.500 0.756 0.297
H -2.492 -3.782 0.728 -0.377
Cl -3.569 3.323 0.245 -0.092
C -3.128 4.828 -0.632 -0.386
Cl -1.889 4.637 -1.899 -0.139
H -4.017 5.310 -1.111 0.342
H -2.744 5.440 0.195 0.285
Cl 2.653 -1.851 -2.219 -0.174
C 1.331 -0.621 -2.251 -0.127
Cl 1.682 0.821 -1.314 -0.045
H 1.312 -0.303 -3.329 0.339
H 0.363 -1.032 -1.919 0.021
Cl -3.130 -0.092 1.215 -0.179
C -1.352 -0.393 1.146 0.360
Cl -1.012 -2.085 1.472 -0.247
H -1.045 -0.115 0.101 -0.128
H -0.900 0.238 1.918 0.132
```